ORCA calculation (ωB97M-V with the def2-TZVPD basis set) on a cluster of 7 separate species, C23H55ClN3O10P2 in total.

The energy above the lowest of the compared OMol25 structures with the same formula, charge and spin is 1.632 eV. As for the frontier orbital gap: 6.64 eV. As for the total charge: +1.

```
94
C23H55ClN3O10P2, DFT ωB97M-V with the def2-TZVPD basis set
C -3.2763 -0.7020 3.8229
C -4.2454 0.5464 3.5910
O -5.4947 0.3645 4.2755
C -3.5120 1.8593 4.0501
O -3.7451 3.0162 3.2070
C -2.7794 3.2071 2.2588
O -2.3872 4.2676 1.8839
C -2.1056 1.9564 1.5699
C -0.8287 1.5234 2.1572
C -0.1885 0.3752 1.5708
P 1.4391 -0.2228 2.3072
N 1.4028 -1.8123 2.4391
N -0.7648 -0.2873 0.5180
C -1.9591 0.0767 -0.0778
C -2.4117 -0.8466 -1.2552
C -2.7796 -0.0839 -2.6056
N -4.2408 -0.3058 -2.8597
C -2.7122 1.2580 0.4033
P -4.3138 1.7965 -0.4387
O -3.8563 3.1803 -1.3005
Cl -5.7238 2.4877 0.9296
H -3.8773 -1.6256 3.6001
H -2.4919 -0.6254 3.0186
H -2.8517 -0.7348 4.8538
H -4.4882 0.5229 2.4941
H -5.8094 -0.5404 4.1021
H -2.4319 1.6475 4.2484
H -3.9570 2.1171 5.0528
H -0.3293 2.0116 3.0217
H 1.6655 0.3349 3.5970
H 2.5549 0.0801 1.4750
H 0.5116 -2.1902 2.1093
H -0.2459 -1.0973 0.1479
H -1.5769 -1.5658 -1.5091
H -3.2467 -1.5055 -0.8843
H -2.6489 1.0204 -2.4652
H -2.2458 -0.4723 -3.5025
H -4.3672 -1.2381 -3.2752
H -4.7433 -0.3777 -1.9695
H -2.8955 3.1188 -1.4699
C 4.8239 -1.4731 -1.8034
C 3.5189 -0.7140 -1.6878
O 2.6685 -1.3357 -0.7155
H 4.6383 -2.5109 -2.0918
H 5.4752 -1.0151 -2.5404
H 5.3441 -1.4968 -0.8424
H 2.9926 -0.7109 -2.6441
H 3.6966 0.3229 -1.3875
H 3.1391 -1.3268 0.1266
C 6.1218 -2.9056 2.5230
C 5.9002 -1.5628 3.1901
O 4.9234 -0.8058 2.4732
H 6.4530 -2.7703 1.4911
H 6.8719 -3.4890 3.0597
H 5.1909 -3.4782 2.4879
H 6.8247 -0.9855 3.2040
H 5.5580 -1.6922 4.2212
H 4.1038 -1.3194 2.4717
C 8.9973 0.5365 -4.1067
C 7.5948 0.0364 -3.8204
O 7.4793 -0.3759 -2.4603
H 9.7310 -0.2451 -3.9014
H 9.0964 0.8480 -5.1483
H 9.2442 1.3844 -3.4622
H 7.3601 -0.8229 -4.4502
H 6.8550 0.8206 -4.0149
H 7.6784 0.3888 -1.9070
C 2.8619 4.2249 -3.3140
C 2.8378 2.9146 -2.5510
O 3.9945 2.8047 -1.7269
H 3.7582 4.2895 -3.9333
H 1.9832 4.3208 -3.9550
H 2.8875 5.0732 -2.6250
H 2.8345 2.0698 -3.2408
H 1.9455 2.8470 -1.9170
H 3.9851 3.5498 -1.1145
C -8.7109 1.2932 3.4020
C -10.1233 0.8030 3.6603
O -10.2678 0.3966 5.0164
H -7.9867 0.5084 3.6245
H -8.5886 1.6012 2.3607
H -8.4711 2.1410 4.0493
H -10.3514 -0.0561 3.0286
H -10.8536 1.5906 3.4489
H -10.0754 1.1605 5.5724
C -0.2933 -4.7230 -4.3665
C -0.5602 -3.3712 -3.7359
O -1.5208 -2.6438 -4.5011
H 0.0726 -4.6022 -5.3875
H 0.4458 -5.2835 -3.7913
H -1.2129 -5.3114 -4.4236
H 0.3553 -2.7790 -3.7003
H -0.9380 -3.4875 -2.7129
H -2.3311 -3.1673 -4.5231
```

Atom charges from the Löwdin analysis, given in e for atoms 1 to 5: C -0.03; C -0.38; O -0.05; C -0.09; O -0.02



ORCA calculation (ωB97M-V with the def2-TZVPD basis set) on a cluster of 11 separate species, C23H55F6N6O28P3 in total.

The energy above the lowest of the compared OMol25 structures with the same formula, charge and spin is 4.242 eV. As for the frontier orbital gap: 9.42 eV.

```
121
C23H55F6N6O28P3, DFT ωB97M-V with the def2-TZVPD basis set
C -1.0125 -1.8359 -0.2983
C -0.7456 -0.4516 -0.6150
O 0.6885 -0.6324 -0.9007
C 1.4695 0.3482 -0.8027
O 1.2017 1.4805 -0.4210
C 2.9153 -0.0071 -1.2825
F 3.2469 0.9104 -2.1275
F 3.7982 -0.0457 -0.2979
F 2.9172 -1.2055 -1.9502
H -0.6472 -2.4927 -1.0878
H -2.0913 -1.9909 -0.3129
H -0.6418 -2.1948 0.6618
H -0.9640 0.1150 0.2902
H -1.3674 -0.1481 -1.4572
C 1.7052 -7.3674 -1.7886
C 1.1303 -7.3980 -3.2960
O 0.7309 -6.0791 -3.6194
C -0.5733 -5.7140 -3.7495
O -1.5046 -6.4208 -3.7838
C -0.6287 -4.1996 -4.0669
F -1.8361 -3.7332 -3.7889
F 0.2697 -3.4567 -3.3443
F -0.3428 -4.0806 -5.3601
H 1.6782 -8.4224 -1.5159
H 0.9760 -6.8617 -1.1557
H 2.7344 -7.0626 -1.5990
H 0.3335 -8.1285 -3.4366
H 1.9019 -7.6476 -4.0243
C 3.3933 6.8778 1.9409
O 2.3279 6.1039 2.3961
P 2.3955 4.6357 3.1324
O 1.0555 3.9989 3.4463
O 3.2871 5.0010 4.4390
C 2.6924 5.7031 5.5120
O 3.5013 3.9214 2.1638
C 3.0426 3.0229 1.1639
H 3.2502 7.0055 0.8679
H 4.3725 6.4150 2.0638
H 3.4149 7.8589 2.4152
H 3.4754 6.4162 5.7697
H 2.3009 5.2314 6.4133
H 1.8217 6.2604 5.1664
H 3.2700 1.9845 1.4051
H 3.6394 3.3074 0.2974
H 1.9747 3.1298 0.9734
C 1.9904 7.2818 -2.2413
O 0.8503 6.5155 -2.6109
P 0.9397 4.8934 -2.5930
O 0.1352 3.9989 -3.4416
O 2.5596 4.6711 -2.7154
C 3.1798 3.7656 -3.6355
O 0.6552 4.6491 -1.0184
C -0.6057 4.3613 -0.6410
H 2.5166 7.2437 -3.1951
H 2.5209 6.7931 -1.4241
H 1.7889 8.2935 -1.8892
H 3.6788 4.1945 -4.5045
H 2.4042 3.1358 -4.0714
H 3.8104 3.0452 -3.1145
H -0.5937 4.5720 0.4284
H -0.7834 3.3003 -0.8166
H -1.3529 4.9716 -1.1481
C -0.5610 0.9496 3.5534
O 0.4029 0.0099 4.0963
P 0.7228 -0.2605 5.7050
O 2.1117 -0.6628 5.9069
O 0.2961 1.1404 6.2929
C 0.9971 2.2735 5.9785
O -0.5147 -1.3114 6.0968
C -1.1377 -1.2899 7.3541
H -1.3961 0.3765 3.1506
H -0.0930 1.5621 2.7829
H -0.9935 1.6862 4.2305
H 1.4750 2.7454 6.8370
H 0.3657 3.0648 5.5744
H 1.7298 2.1592 5.1797
H -2.2129 -1.1589 7.2317
H -0.6939 -0.6394 8.1078
H -1.1051 -2.2966 7.7706
C -5.1146 1.1433 1.3318
N -3.7634 1.6486 0.8347
O -3.6388 1.9226 -0.3643
O -2.9546 1.7710 1.7235
H -5.2109 0.0697 1.1701
H -5.9269 1.7222 0.8922
H -5.2250 1.2370 2.4121
C -3.6231 -2.6924 2.6082
N -4.7686 -2.5771 3.5332
O -5.1767 -3.6228 3.8923
O -5.1077 -1.4461 3.8956
H -2.7213 -2.6253 3.2168
H -3.6195 -1.8004 1.9818
H -3.6250 -3.6221 2.0393
C -0.3945 1.5438 -5.1777
N -0.3897 0.1025 -4.9359
O -1.2033 -0.3729 -4.1320
O 0.4772 -0.5389 -5.4388
H -0.7563 1.9764 -4.2449
H -1.0291 1.8094 -6.0232
H 0.6274 1.9222 -5.2024
C -6.2516 -3.6528 -2.0379
N -5.0146 -3.2064 -1.4910
O -4.0119 -3.8288 -1.8430
O -4.9912 -2.1942 -0.7623
H -6.5702 -3.0509 -2.8890
H -7.0025 -3.5471 -1.2549
H -6.1970 -4.6645 -2.4399
C 3.2493 -3.4270 -4.9003
N 3.6042 -2.4566 -6.0102
O 3.9934 -2.9003 -7.1271
O 3.5234 -1.2537 -5.8291
H 3.9564 -4.2563 -4.9203
H 2.1927 -3.6689 -5.0150
H 3.3749 -2.9467 -3.9299
C -1.4259 -5.6516 0.0891
N -0.9041 -5.2722 1.3908
O -1.7396 -5.1192 2.3236
O 0.3130 -5.3698 1.6207
H -2.4756 -5.3875 -0.0396
H -1.3122 -6.7355 0.0691
H -0.8111 -5.1662 -0.6689
```

Atom charges from the Löwdin analysis, given in e for atoms 1 to 5: C -0.09; C -0.15; O 0.07; C -0.40; O 0.12



ORCA calculation (ωB97M-V with the def2-TZVPD basis set) on a cluster of 3 separate species, C23H55IN9O3P2 in total.

As for the frontier orbital gap: 4.07 eV. As for the total charge: +1.

```
93
C23H55IN9O3P2, DFT ωB97M-V with the def2-TZVPD basis set
C 8.5495 2.0948 1.5657
C 7.6664 1.7256 0.8127
C 6.3746 1.2229 0.1265
N 5.6613 2.2406 -0.7139
C 4.2354 2.2298 -0.2106
C 3.2789 3.1702 -1.0563
C 1.7768 3.1015 -0.4894
C 0.9570 4.4384 -0.7150
C -0.1613 4.6214 0.4370
C 6.2006 3.5700 -0.5740
N 5.8767 4.3066 0.5421
N 6.9639 4.0614 -1.6130
I 8.1610 2.6578 -2.5137
C 7.6374 5.3536 -1.3274
C 8.7271 5.3267 -0.1834
O 9.6157 4.5150 -0.0507
H 9.5359 2.3460 2.0356
H 6.6298 0.3532 -0.5627
H 5.6497 0.7882 0.8856
H 4.1703 2.4020 0.9077
H 3.8482 1.1711 -0.3734
H 3.2535 2.7306 -2.1023
H 3.6381 4.2393 -1.1300
H 1.8827 2.9549 0.6357
H 1.2399 2.1960 -0.9312
H 0.3700 4.3673 -1.6807
H 1.6175 5.3576 -0.6699
H -1.2099 4.4935 0.0266
H 0.0261 3.8954 1.2895
H -0.1142 5.6644 0.8851
H 6.3748 4.1960 1.4268
H 5.1035 4.9745 0.4488
H 8.0198 5.8144 -2.2943
H 6.8259 6.0692 -0.9756
H 8.7088 6.1925 0.5656
O 0.8588 -0.2048 -1.2896
P 0.5725 -1.6750 -1.6318
N 1.5630 -1.6313 -3.0394
C 1.3524 -2.2487 -4.3309
C 2.9971 -1.5386 -2.7752
N -1.0922 -1.3717 -1.9804
C -1.4990 -0.7953 -3.2541
C -1.7896 -0.6666 -0.9028
N 0.2512 -3.3843 -1.8782
C 1.2866 -4.3066 -1.4261
C -0.8382 -4.0296 -2.5835
H 1.6213 -3.3147 -4.3365
H 1.9630 -1.7555 -5.0917
H 0.3320 -2.1507 -4.6901
H 3.4282 -2.5270 -2.5722
H 3.2021 -0.9026 -1.9108
H 3.5312 -1.0928 -3.6202
H -0.8811 0.0640 -3.5403
H -2.5419 -0.4690 -3.2291
H -1.4701 -1.5460 -4.0449
H -1.5940 0.4118 -0.9219
H -1.4790 -1.0485 0.0736
H -2.8701 -0.8207 -0.9753
H 1.8878 -4.6717 -2.2666
H 0.8596 -5.1652 -0.9013
H 1.9607 -3.8151 -0.7199
H -0.7690 -3.8913 -3.6647
H -1.8138 -3.6817 -2.2455
H -0.8411 -5.1100 -2.4075
O -6.8747 -1.3475 0.6588
P -6.0876 -1.4374 1.9716
N -5.5976 -3.0598 1.6689
C -5.4706 -4.1686 2.5881
C -4.6258 -3.2110 0.5890
N -7.5110 -1.3441 2.9482
C -8.3569 -2.5111 3.1527
C -8.3632 -0.1983 2.6204
N -5.1405 -1.3996 3.4537
C -3.7121 -1.1536 3.2989
C -5.5367 -1.7035 4.8132
H -4.5333 -4.1336 3.1631
H -5.4828 -5.1165 2.0436
H -6.2990 -4.2415 3.2873
H -3.6043 -3.0278 0.9486
H -4.8215 -2.5110 -0.2261
H -4.6671 -4.2123 0.1498
H -8.5622 -3.0471 2.2189
H -9.3144 -2.2356 3.6024
H -7.9061 -3.1936 3.8748
H -8.9854 -0.3869 1.7387
H -7.7584 0.6901 2.4216
H -9.0207 0.0452 3.4600
H -3.1368 -2.0828 3.3860
H -3.3432 -0.4415 4.0426
H -3.4989 -0.7176 2.3191
H -5.7181 -2.7704 4.9621
H -6.4235 -1.1493 5.1194
H -4.7577 -1.4178 5.5278
```

Atom charges from the Löwdin analysis, given in e for atoms 1 to 5: C 0.11; C -0.15; C -0.19; N -0.12; C -0.19



| no. | F_max (hartree/bohr) | HOMO energy (eV) | LUMO level (eV) |
| --- | --- | --- | --- |
| 1 | 0.0783 | -11.755 | -5.1 |
| 2 | 0.0932 | -10.151 | -0.7 |
| 3 | 0.1465 | -9.051 | -5.0 |